Entry from OMol25: C30H28CoF5N4O2Se as an isolated structure in a non-equilibrium geometry (the ωB97M-V functional and the def2-TZVPD basis).

Calculated values
- ⟨S²⟩ = 6.028
- DFT total energy (eV) = -158165.7361
- Kohn-Sham gap (spin up / spin down) (eV) = 7.03 / 6.01

Structure (ORCA input):
```
! wB97M-V def2-TZVPD RIJCOSX def2/J DEFGRID3
* xyz 2 5
Co 1.27539 0.89948 -0.06956
C 4.73330 -4.87750 -2.21653
C 3.78908 -3.81167 -1.78333
C 2.41860 -4.05368 -1.77586
C 1.47147 -3.08783 -1.38725
C 0.10504 -3.42362 -1.44526
N -0.87068 -2.58833 -1.16804
C -2.27180 -2.88619 -1.32700
C -3.16653 -1.79723 -0.72495
C -2.69626 -0.37068 -0.99694
N -2.54292 -0.13621 -2.41443
C -2.35062 1.04644 -2.97665
C -1.93932 2.23993 -2.32422
C -2.51281 3.44593 -2.75416
C -2.24709 4.66867 -2.14046
C -2.96659 5.90690 -2.54645
C -1.30408 4.70130 -1.11884
C -0.61098 3.54530 -0.73306
C 0.40328 3.61388 0.25269
N 1.20920 2.66568 0.63637
C 2.07885 3.08342 1.73426
C 2.91890 1.94714 2.28123
C 3.84566 1.40476 1.20260
N 3.10126 0.53232 0.30258
C 3.81261 -0.41574 -0.24064
C 3.33946 -1.57257 -0.91352
C 4.23426 -2.56993 -1.34498
C 1.93265 -1.78861 -0.97082
O 1.10862 -0.86611 -0.60634
C -0.92402 2.27938 -1.30962
O -0.26504 1.22663 -0.97540
H 4.27032 -5.54366 -2.93770
H 5.02345 -5.48514 -1.35809
H 5.63814 -4.46287 -2.64959
H 2.05185 -5.01550 -2.09614
H -0.16043 -4.43191 -1.73778
H -0.58294 -1.64617 -0.90911
H -2.49764 -3.83909 -0.84053
H -2.48731 -3.02063 -2.39452
H -3.22580 -1.92535 0.35692
H -4.17380 -1.92913 -1.12414
H -1.75640 -0.15471 -0.47408
H -3.43716 0.33382 -0.60037
H -2.85379 -0.88744 -3.01430
H -2.60323 1.12339 -4.02603
H -3.23583 3.40808 -3.55384
H -3.64959 5.71641 -3.36904
H -2.26664 6.68910 -2.84080
H -3.53212 6.29812 -1.69890
H -1.07478 5.63260 -0.62451
H 0.49017 4.58253 0.74471
H 1.45693 3.50743 2.53020
H 2.75177 3.86880 1.36990
H 2.27819 1.13949 2.64639
H 3.50721 2.32227 3.11537
H 4.66569 0.84478 1.66800
H 4.27879 2.23366 0.63107
H 4.88974 -0.38668 -0.08029
H 5.29230 -2.36485 -1.30953
F -3.62455 -1.67141 6.75863
C -2.85135 -1.48369 5.70821
C -3.20184 -0.53236 4.74204
F -4.32025 0.16906 4.86298
C -2.38020 -0.34895 3.64035
F -2.69847 0.52586 2.67363
C -1.21250 -1.08738 3.46903
Se -0.16901 -0.94307 1.90179
C -0.88163 -2.03313 4.43895
F 0.22707 -2.74745 4.24600
C -1.68622 -2.24567 5.54995
F -1.36705 -3.17038 6.43974
*
```